Here is a 4-piece molecular cluster, C9H19Cl6NO overall at a distorted geometry from the OMol25 dataset. Energies are from the ωB97M-V functional and the def2-TZVPD basis.

## Properties
- Electronic energy: -88314.004 eV
- Orbital gap: 10.323 eV
- LUMO level: 0.0248 Ha
- Largest force on an atom: 2.940 eV Å⁻¹
- Net charge: 0

```
36
C9H19Cl6NO | the OMol25 dataset | the ωB97M-V functional and the def2-TZVPD basis
C -2.982 -2.092 2.830
N -2.156 -3.047 2.214
C -0.845 -2.994 2.095
C -0.105 -4.140 1.492
O -0.251 -2.046 2.516
H -3.729 -2.648 3.396
H -3.488 -1.419 2.138
H -2.403 -1.504 3.542
H -2.595 -3.885 1.859
H 0.939 -3.907 1.703
H -0.243 -4.304 0.423
H -0.252 -5.076 2.032
Cl -2.700 0.953 -4.108
C -1.383 2.194 -4.287
C -1.361 2.794 -5.697
Cl -0.231 4.170 -5.648
H -0.418 1.705 -4.147
H -1.561 2.949 -3.520
H -2.295 3.227 -6.055
H -1.067 1.995 -6.378
Cl -1.030 -2.072 -1.130
C -1.222 -0.410 -0.500
C 0.049 0.392 -0.884
Cl -0.335 2.168 -0.820
H -1.291 -0.392 0.587
H -2.093 0.068 -0.949
H 0.329 0.292 -1.933
H 0.940 0.248 -0.273
Cl 2.343 1.052 1.883
C 4.044 1.392 2.165
C 4.375 2.794 2.818
Cl 6.066 3.206 2.645
H 4.517 1.355 1.184
H 4.512 0.550 2.675
H 4.084 2.865 3.866
H 3.838 3.566 2.267
```


Here is a 2-piece molecular cluster, C9H19F3N3O5 overall at a distorted geometry from the OMol25 dataset. Energies are from the ωB97M-V functional and the def2-TZVPD basis.

## Properties
- Electronic energy: -32492.800 eV
- Orbital gap: 8.071 eV
- LUMO level: -0.1791 Ha
- Largest force on an atom: 3.920 eV Å⁻¹
- Net charge: +1

```
39
C9H19F3N3O5 | the OMol25 dataset | the ωB97M-V functional and the def2-TZVPD basis
N -1.121 1.540 -1.680
C -0.138 2.160 -2.508
N 0.220 3.421 -2.238
N 0.528 1.501 -3.609
C 1.838 0.921 -3.162
O 2.124 -0.361 -3.708
C 1.252 -1.390 -3.196
O 1.915 -2.441 -2.517
C 2.497 -2.013 -1.271
C 1.489 -2.118 -0.022
O 2.207 -1.591 1.130
H -1.127 0.520 -1.794
H -0.971 1.765 -0.683
H 0.489 3.769 -1.312
H 0.168 4.130 -2.982
H -0.085 0.813 -4.059
H 2.654 1.621 -3.543
H 1.932 0.892 -2.028
H 0.407 -0.909 -2.588
H 0.742 -1.871 -4.097
H 2.922 -0.963 -1.285
H 3.329 -2.759 -1.041
H 1.201 -3.193 0.208
H 0.567 -1.473 -0.203
H 2.635 -0.756 0.857
C -3.747 -1.071 3.847
C -2.276 -1.238 4.175
O -1.454 -0.578 3.195
C -1.322 0.748 3.338
O -1.839 1.394 4.204
C -0.391 1.308 2.268
F -0.674 0.831 1.028
F 0.891 0.997 2.506
F -0.446 2.644 2.176
H -3.954 -1.416 2.831
H -4.363 -1.637 4.546
H -4.047 -0.022 3.894
H -2.011 -2.295 4.143
H -2.042 -0.878 5.179
```


Here is a single C9H19ISi molecule at a distorted geometry from the OMol25 dataset. Energies are from the ωB97M-V functional and the def2-TZVPD basis.

## Properties
- Electronic energy: -25616.083 eV
- Orbital gap (spin up / spin down): 7.338 / 8.206 eV
- LUMO level (spin up / spin down): -0.0035 / 0.0144 Ha
- Largest force on an atom: 2.912 eV Å⁻¹
- Net charge: 0

```
30
C9H19ISi | the OMol25 dataset | the ωB97M-V functional and the def2-TZVPD basis
C -2.164 0.034 0.052
C -1.608 1.422 -0.127
C -1.364 -1.100 -0.519
C -0.273 1.899 0.573
C 0.130 -1.410 -0.189
C 1.048 1.568 -0.012
C 1.010 -1.993 -1.212
C 0.253 -2.092 1.168
C 1.319 1.877 -1.441
Si 2.375 1.128 1.166
I 4.077 -0.175 0.052
H -2.435 -0.228 1.073
H -3.002 -0.001 -0.594
H -1.368 1.503 -1.179
H -2.479 2.061 0.157
H -1.927 -2.023 -0.220
H -1.549 -1.135 -1.634
H -0.343 2.982 0.388
H -0.396 1.570 1.681
H 0.594 -1.690 -2.115
H 0.883 -3.093 -1.185
H 2.101 -1.794 -1.136
H 1.259 -2.397 1.357
H -0.548 -2.906 1.112
H -0.086 -1.574 2.141
H 0.559 1.554 -2.145
H 2.229 1.569 -1.807
H 1.372 2.997 -1.417
H 2.197 0.153 2.294
H 3.059 2.350 1.893
```


Here is an isolated ion of composition C9H19N2O2 and charge +1 at a distorted geometry from the OMol25 dataset. Energies are from the ωB97M-V functional and the def2-TZVPD basis.

## Properties
- Electronic energy: -16705.844 eV
- Orbital gap: 10.371 eV
- LUMO level: -0.1102 Ha
- Largest force on an atom: 4.817 eV Å⁻¹
- Net charge: +1

```
32
C9H19N2O2 | the OMol25 dataset | the ωB97M-V functional and the def2-TZVPD basis
C -0.410 -3.362 0.377
C -0.119 -2.309 -0.616
N -1.017 -1.245 -0.578
C -0.828 -0.008 -0.456
N -1.765 0.886 -0.434
C -1.506 2.287 0.034
C -3.068 0.618 -0.944
C 0.997 0.423 -0.288
O 1.036 1.543 -1.066
C 2.631 -0.289 -0.621
O 3.200 0.155 -1.513
C 1.224 0.615 1.195
C 2.402 1.539 1.484
H -1.473 -3.831 0.317
H 0.218 -4.199 0.375
H -0.404 -2.967 1.345
H 0.895 -2.067 -0.524
H -0.279 -2.626 -1.704
H -1.899 -1.793 -0.510
H -0.602 2.283 0.484
H -1.536 3.035 -0.736
H -2.283 2.478 0.708
H -3.157 -0.469 -1.107
H -3.854 1.019 -0.233
H -3.155 1.190 -1.935
H 1.773 1.513 -1.705
H 2.973 -0.863 0.204
H 0.398 0.927 1.924
H 1.372 -0.325 1.649
H 2.194 2.643 1.280
H 2.587 1.757 2.521
H 3.454 1.439 1.076
```


Here is a 2-piece molecular cluster, C9H19N3 overall at a distorted geometry from the OMol25 dataset. Energies are from the ωB97M-V functional and the def2-TZVPD basis.

## Properties
- Electronic energy: -14108.898 eV
- Orbital gap: 9.166 eV
- LUMO level: 0.0271 Ha
- Largest force on an atom: 2.020 eV Å⁻¹
- Net charge: 0

```
31
C9H19N3 | the OMol25 dataset | the ωB97M-V functional and the def2-TZVPD basis
C 0.925 -1.401 1.424
C 0.241 -0.266 1.544
C -0.630 0.104 2.715
N -0.151 1.293 3.426
C -2.082 0.321 2.274
C -3.030 0.585 3.444
H 1.543 -1.602 0.550
H 0.885 -2.168 2.199
H 0.300 0.500 0.751
H -0.604 -0.732 3.424
H 0.816 1.151 3.706
H -0.148 2.089 2.790
H -2.407 -0.565 1.710
H -2.108 1.165 1.573
H -3.050 -0.272 4.127
H -2.701 1.460 4.012
H -4.041 0.758 3.084
C 2.413 0.587 -5.049
C 1.657 0.830 -3.793
C 1.004 -0.128 -3.081
C 0.251 0.174 -1.864
N -0.238 -0.643 -1.031
N -0.050 -2.003 -1.265
H 2.001 1.185 -5.878
H 3.484 0.871 -4.942
H 2.377 -0.475 -5.352
H 1.604 1.834 -3.424
H 1.020 -1.143 -3.436
H 0.079 1.225 -1.636
H 0.894 -2.229 -1.596
H -0.253 -2.506 -0.407
```


Here is a single C9H19N3O3 molecule at a distorted geometry from the OMol25 dataset. Energies are from the ωB97M-V functional and the def2-TZVPD basis.

## Properties
- Electronic energy: -20254.983 eV
- Orbital gap: 9.946 eV
- LUMO level: 0.0134 Ha
- Largest force on an atom: 2.205 eV Å⁻¹
- Net charge: 0

```
34
C9H19N3O3 | the OMol25 dataset | the ωB97M-V functional and the def2-TZVPD basis
C 3.005 -1.982 -0.521
C 3.357 -0.895 0.478
N 2.252 0.011 0.768
C 1.547 0.708 -0.158
O 1.881 0.809 -1.339
C 0.248 1.375 0.334
N -0.056 2.574 -0.402
C -0.915 0.361 0.223
C -2.205 0.887 0.794
C -3.344 -0.130 0.728
C -3.802 -0.485 -0.684
N -4.954 -1.369 -0.790
C 4.654 -0.153 0.011
O 5.680 -0.342 0.582
O 4.555 0.633 -1.040
H 3.838 -2.648 -0.607
H 2.669 -1.557 -1.459
H 2.148 -2.557 -0.117
H 3.661 -1.337 1.450
H 1.975 -0.006 1.765
H 0.453 1.646 1.395
H 0.568 3.383 -0.188
H 0.012 2.365 -1.399
H -1.019 0.058 -0.798
H -0.589 -0.619 0.689
H -2.004 1.118 1.854
H -2.473 1.802 0.287
H -4.197 0.241 1.261
H -3.050 -1.020 1.272
H -4.061 0.465 -1.260
H -2.937 -0.881 -1.237
H -4.753 -2.180 -0.295
H -5.714 -0.922 -0.297
H 3.571 0.648 -1.300
```


Here is a single C9H19N3O3S molecule at a distorted geometry from the OMol25 dataset. Energies are from the ωB97M-V functional and the def2-TZVPD basis.

## Properties
- Electronic energy: -31090.421 eV
- Orbital gap: 9.510 eV
- LUMO level: 0.0145 Ha
- Largest force on an atom: 1.179 eV Å⁻¹
- Net charge: 0

```
35
C9H19N3O3S | the OMol25 dataset | the ωB97M-V functional and the def2-TZVPD basis
N 4.409 0.507 4.250
C 4.197 -0.697 3.477
C 3.066 -0.527 2.464
C 1.694 -0.347 3.141
C 0.536 -0.321 2.160
C 0.502 0.941 1.265
N 0.348 2.120 2.100
C -0.633 0.804 0.253
O -1.741 1.291 0.435
N -0.350 0.067 -0.861
C -1.417 -0.325 -1.768
C -1.850 0.852 -2.668
S -3.471 0.562 -3.457
C -0.972 -1.506 -2.608
O -1.148 -1.634 -3.788
O -0.342 -2.435 -1.857
H 5.222 0.381 4.856
H 3.619 0.686 4.866
H 3.992 -1.612 4.094
H 5.123 -0.905 2.923
H 2.997 -1.389 1.808
H 3.295 0.328 1.854
H 1.531 -1.180 3.846
H 1.683 0.585 3.703
H -0.427 -0.348 2.707
H 0.539 -1.231 1.514
H 1.476 1.017 0.736
H 0.542 2.934 1.549
H -0.643 2.188 2.328
H 0.519 -0.451 -0.880
H -2.295 -0.620 -1.190
H -1.142 0.995 -3.455
H -1.929 1.756 -2.045
H -4.241 1.131 -2.482
H -0.086 -3.143 -2.464
```